Computed, not measured: a molecular structure, C34H53CsN7O4P3S5 in a non-equilibrium geometry, with ωB97M-V with the def2-TZVPD basis set.

Positions of all 107 atoms, in Å:
H: 2.5990 1.4741 -1.6745
H: -1.5806 -0.4817 5.4464
C: -2.0673 -1.9618 3.1770
H: 4.7852 -0.7193 0.6957
C: 5.8543 1.5714 -2.6286
C: 2.4316 -2.7138 -3.7923
C: -3.2633 -3.5343 -2.8061
H: -4.8683 -1.7021 -1.4579
C: -2.0163 4.1433 -3.0023
N: 0.9611 -0.7389 -3.8388
C: 5.1868 -0.6932 -2.1069
H: -4.5929 -0.4446 2.8050
H: -3.1622 5.1762 2.6839
H: 1.9654 0.4142 0.9968
H: -1.4874 -2.8457 3.4644
H: 5.3263 -1.6000 2.9075
H: -3.2134 4.3568 0.5108
H: 1.9240 -4.2119 2.7417
N: -2.2726 -0.9130 -1.7158
H: -2.5156 1.9639 4.8351
C: 3.3539 -4.9287 -4.2182
H: -2.2837 -3.9300 -3.1505
C: -2.8835 -4.3958 -0.4872
C: 2.2462 -2.9645 1.0122
H: -0.2484 -1.5609 4.9991
C: 3.8898 -0.2634 -1.7852
C: 4.1514 -1.5028 1.1025
S: -0.8376 1.9895 -4.1596
H: -1.5571 4.8112 0.0403
H: -1.5381 5.8707 2.5173
C: 2.8127 -2.7838 -2.4296
O: 0.4681 2.7399 0.8643
C: 3.5982 1.1053 -1.8994
H: -3.5990 0.5722 5.0256
H: 3.5591 -5.7474 -4.9030
H: 3.8144 -4.0806 -0.9858
H: -1.9101 -4.8377 -0.7914
H: 2.0378 3.8657 4.7604
H: -4.5150 -2.2844 0.2146
C: 3.6716 -2.9748 2.9620
O: -0.6631 1.7139 2.9302
H: -2.9894 -1.9462 3.7665
H: -2.0905 3.1197 -0.0209
C: -0.7847 -0.6481 4.7156
H: 0.7735 5.6155 1.8874
S: -3.0191 5.5617 -3.1668
H: 3.9140 -3.3523 3.9517
H: -5.3484 -3.3506 -0.9775
S: -4.2580 6.4484 -5.7716
N: -3.1733 1.1093 3.0267
P: -0.2942 3.0414 2.1215
S: -2.5362 3.9769 -5.5900
H: -4.0320 -4.3220 -2.9573
H: -4.2310 2.1523 4.5224
C: 4.5723 2.0159 -2.3172
C: 1.7440 -1.5719 -4.4469
C: 4.4649 -1.9944 2.3745
S: -1.3770 3.7597 -1.4530
C: 3.7295 -5.0203 -2.8867
C: -4.5570 -2.5802 -0.8559
C: 1.5010 3.1989 4.0763
H: 2.2253 4.6058 1.9469
H: 4.3245 3.0704 -2.4046
H: -3.6733 -5.1650 -0.6315
H: -2.3389 -2.0952 2.1248
H: -3.1005 -0.4100 -1.3287
O: 0.4708 0.1877 -4.7663
H: 1.8199 5.6923 3.2978
H: 7.1610 -0.1336 -2.7684
C: -1.7949 3.4169 -4.1129
H: 4.2371 -5.9105 -2.5225
C: -2.0913 4.9599 2.7674
N: 0.6214 3.9473 3.1814
H: 2.2322 2.6050 3.5176
C: -2.1616 4.0528 0.5479
H: -0.0829 0.7633 -4.2070
C: 2.5576 -3.4572 2.2830
H: -3.5507 -2.6813 -3.4532
H: -5.2457 1.1962 2.6165
H: 0.9180 2.5215 4.7078
P: -1.7087 0.5922 2.4868
H: -2.8291 -4.1488 0.5951
H: -1.1801 -2.5488 -1.3633
O: -1.6677 0.3325 1.0082
H: -0.0625 0.1680 4.8083
Cs: 0.1497 0.7928 -1.1942
C: -3.3909 1.4571 4.4164
C: -3.3152 5.3790 -4.8843
C: 1.4036 5.0113 2.5475
C: -3.1902 -3.1321 -1.3153
H: 2.4197 -3.7254 -5.7173
H: -1.9103 4.7219 3.8207
H: -4.2739 0.4947 1.3375
C: 3.4671 -3.9629 -2.0094
P: 2.5550 -1.3890 -1.2568
N: -1.2990 -0.7428 3.3629
C: -4.3757 0.5581 2.4255
H: 1.9029 -1.4736 -5.5372
N: -2.1009 -2.1533 -1.0612
H: -2.3397 -1.0368 -2.7494
N: -1.7097 3.8497 1.9161
H: 1.3612 -3.3522 0.5092
H: 6.6110 2.2788 -2.9567
C: 6.1620 0.2174 -2.5236
C: 2.7129 -3.7792 -4.6706
H: 5.4587 -1.7431 -2.0313
C: 3.0506 -1.9936 0.3853

Computed properties:
E: -5046.602462 hartree
F_max: 7.87 eV/A
HOMO-LUMO gap: 3.553 eV
total charge: -2
energy above the lowest of the compared OMol25 structures with the same formula, charge and spin: 3.5478 eV